Computed, not measured: a molecular structure, C21H31NNiO3, with wB97M-V/def2-TZVPD.

Output
HOMO-LUMO gap (alpha / beta) = 8.7 / 8.6 eV
Total charge = 0
LUMO (alpha / beta) = 0.74 / 0.74 eV
Multiplicity = 1

XYZ file:
```
57
Properties=species:S:1:pos:R:3:forces:R:3:mulliken_charge:R:1
Ni 0.180399 -0.288988 -0.120968 -0.2 0.4 0.0 -0.2255
C 1.354731 3.395255 1.390083 0.0 -0.2 -0.1 -0.9166
O 1.091578 2.012538 1.558945 0.2 0.1 -0.1 -0.1365
C 0.206141 1.734976 2.622071 0.0 0.1 -0.1 -0.8836
C -1.235036 1.698681 2.164793 -0.1 -0.2 0.0 -0.7771
O -1.415114 0.793657 1.079245 0.1 0.1 0.0 0.3545
C -2.759721 0.356472 0.957812 0.0 0.1 0.1 -0.8729
C -2.992804 -0.168324 -0.428645 0.1 0.0 -0.1 -0.7558
O -1.999658 -1.132720 -0.692564 -0.2 -0.3 -0.1 -0.0835
C -2.151052 -1.709504 -1.979683 0.0 0.1 0.1 -0.9687
H 1.897790 3.790458 2.254515 0.0 0.0 0.0 0.3135
H 1.961160 3.505077 0.493256 0.0 0.0 0.0 0.2509
H 0.437164 3.971938 1.247962 -0.1 0.0 0.0 0.3838
H 0.488998 0.774280 3.048528 0.0 0.0 -0.1 0.2765
H 0.299218 2.505781 3.396550 0.0 -0.1 0.1 0.5389
H -1.852069 1.364778 3.005799 0.0 0.1 0.1 0.5344
H -1.581077 2.694639 1.869326 0.0 0.0 -0.1 0.3708
H -2.955788 -0.426697 1.696676 0.0 0.0 0.0 0.4113
H -3.438283 1.193660 1.143835 -0.1 0.0 0.0 0.4507
H -3.985294 -0.630070 -0.466353 -0.1 0.0 0.0 0.5652
H -2.943617 0.635608 -1.171018 0.0 0.0 0.0 0.2792
H -3.106561 -2.237463 -2.048590 0.0 0.0 0.0 0.3383
H -2.090822 -0.942952 -2.756064 0.0 0.0 0.0 0.4835
H -1.339174 -2.421593 -2.112253 0.0 0.0 0.0 0.1437
C 3.021090 -0.345944 -0.068122 -0.1 0.2 0.1 -1.2101
N 1.944788 -1.123514 -0.706783 0.1 -0.1 -0.1 0.0967
C 2.218495 -1.163208 -2.148411 0.1 -0.1 0.0 -1.1950
C 1.986442 -2.506006 -0.170819 0.2 -0.1 0.1 -0.8309
C 1.234216 -2.587564 1.126971 0.1 -0.1 -0.1 1.2834
C 1.421742 -3.660191 1.995380 0.0 0.0 0.0 -0.9560
C 0.683618 -3.732728 3.167225 0.0 0.1 0.0 -0.5926
C -0.234376 -2.724773 3.449940 0.1 -0.1 -0.1 -1.1352
C -0.406383 -1.673106 2.557688 -0.1 0.2 0.1 0.6376
C 0.319624 -1.562308 1.363586 -0.1 0.0 0.1 -0.4680
H 3.997465 -0.775119 -0.327564 0.0 0.0 0.0 0.4088
H 2.892184 -0.360996 1.010779 0.0 0.0 0.0 0.4026
H 2.972353 0.685082 -0.412621 0.0 0.0 0.0 0.2742
H 3.128761 -1.743455 -2.344879 0.0 0.0 0.0 0.4144
H 2.362755 -0.151791 -2.521001 -0.1 0.0 0.0 0.4393
H 1.386162 -1.626438 -2.676398 0.1 0.0 0.1 0.2228
H 3.036066 -2.804528 -0.047672 0.0 -0.1 -0.1 0.3970
H 1.557169 -3.178503 -0.916714 -0.1 0.1 0.0 0.4143
H 2.146883 -4.436235 1.760569 0.0 0.0 0.0 0.4265
H 0.822140 -4.560467 3.852326 0.0 0.0 0.0 0.3714
H -0.816152 -2.763815 4.364761 0.0 0.0 0.0 0.4283
H -1.136737 -0.907931 2.823187 0.1 -0.2 -0.1 0.1612
C -0.906849 2.892523 -3.678689 0.0 0.0 0.1 -0.4924
C -0.493001 1.611898 -4.014575 0.0 0.0 0.1 -0.9294
C -0.124050 0.707085 -3.020501 -0.1 -0.1 0.0 0.4284
C -0.142448 0.998034 -1.645730 0.1 0.1 -0.1 -0.4509
C -0.579497 2.306508 -1.363642 0.1 0.1 0.1 0.6202
C -0.947100 3.235014 -2.333058 0.0 -0.1 -0.1 -0.9271
H -1.196689 3.603205 -4.443753 0.0 0.0 0.0 0.3792
H -0.460552 1.308681 -5.055266 0.0 0.0 0.0 0.4010
H 0.157422 -0.286043 -3.362306 0.0 0.2 0.0 0.3649
H -0.645477 2.629213 -0.331162 0.0 0.0 0.0 0.1205
H -1.271176 4.227928 -2.036001 0.0 0.0 0.0 0.4197
```
Positions in Å, forces in eV/Å.

Computed, not measured: C21H31NO2 in the gas phase, with wB97M-V/def2-TZVPD.

Output
HOMO-LUMO gap = 9.6 eV
Total charge = 0
SMILES = CC1(C)C[C@H]([C@@H](CC(=O)N2CCCC2)Cc2ccccc2)CCO1
LUMO = 0.76 eV
Multiplicity = 1

XYZ file:
```
55
Properties=species:S:1:pos:R:3:forces:R:3:mulliken_charge:R:1
C 3.091478 -2.999922 -0.462284 -0.1 0.3 -0.3 -1.8070
H 2.567710 -3.730682 0.147566 0.0 -0.1 0.1 0.4124
H 3.840911 -3.512438 -1.061164 0.1 -0.1 0.0 0.4274
H 3.597502 -2.302432 0.199194 0.1 0.0 0.1 0.3498
C 2.093037 -2.292462 -1.388451 -0.4 -0.4 0.1 1.9042
C 1.324320 -3.347531 -2.189742 0.3 0.3 0.2 -1.9497
H 2.021809 -3.993214 -2.715826 0.1 -0.1 -0.1 0.5028
H 0.706090 -3.947939 -1.528681 -0.1 -0.1 0.1 0.3667
H 0.691315 -2.859220 -2.925839 -0.1 0.1 -0.1 0.3109
C 1.093999 -1.432242 -0.592028 0.4 0.0 0.0 -0.4825
H 0.666897 -2.032521 0.210716 -0.1 -0.1 0.0 0.7597
H 0.289831 -1.155273 -1.272033 -0.1 -0.1 -0.1 -0.6539
C 1.729705 -0.161329 -0.029769 -0.1 0.3 -0.1 -0.1275
C 2.394779 0.591637 -1.184693 0.2 -0.4 0.1 -0.8822
H 2.922967 1.474336 -0.819660 0.0 0.1 0.0 0.3547
C 3.382922 -0.340328 -1.886111 0.1 0.4 0.0 -0.7507
O 2.760305 -1.503122 -2.373946 -0.1 -0.2 -0.1 -0.4995
H 3.811587 0.142277 -2.768827 0.0 0.0 0.1 0.4665
H 4.204504 -0.593440 -1.200278 0.0 0.0 0.0 0.3046
H 1.645251 0.912377 -1.909672 0.0 0.1 -0.1 0.2672
H 2.526329 -0.450943 0.666875 0.0 0.0 0.0 0.4453
C 0.765034 0.728756 0.778636 0.1 -0.3 0.0 0.2386
H 1.329094 1.640318 1.023159 -0.1 -0.1 0.0 0.6554
C -0.479805 1.207742 0.005665 0.2 -0.1 0.1 -1.4667
C -1.478102 0.129331 -0.377819 0.0 0.5 -0.3 0.2285
O -1.980418 -0.628571 0.435996 -0.1 -0.2 0.4 -0.6908
N -1.851354 0.061657 -1.675541 -0.2 -0.2 -0.1 0.0784
C -1.387408 0.845070 -2.805145 0.3 0.4 -0.2 -0.1424
C -2.269256 0.385966 -3.967422 0.1 -0.1 0.0 -0.8043
H -3.189858 0.970118 -3.991051 0.0 0.0 0.0 0.3393
C -2.582657 -1.063106 -3.604312 0.0 0.2 0.1 -0.5116
C -2.778248 -0.980365 -2.096327 -0.2 -0.4 0.1 -0.6152
H -3.803274 -0.688396 -1.840859 0.0 -0.1 0.0 0.3813
H -2.549271 -1.907986 -1.568181 -0.1 0.1 0.0 0.2748
H -1.730942 -1.702247 -3.840969 0.0 0.0 0.0 0.1482
H -3.461543 -1.447461 -4.116413 0.0 -0.1 0.0 0.4050
H -1.766472 0.486822 -4.927030 0.0 0.1 0.0 0.3926
H -0.333478 0.623864 -3.019526 -0.1 0.1 0.0 -0.0300
H -1.492054 1.917146 -2.618366 0.1 -0.1 0.0 0.4087
H -1.018305 1.892468 0.668141 0.0 0.0 -0.1 0.4939
H -0.158086 1.769316 -0.868070 0.0 0.1 0.0 0.7638
C 0.379290 0.064660 2.112971 0.1 0.1 -0.1 -0.9562
C -0.229499 1.063849 3.054684 0.0 -0.2 0.0 -0.1441
C -1.608960 1.158648 3.190287 0.0 0.0 0.0 -0.1808
C -2.169597 2.101194 4.034307 -0.1 0.1 0.1 -0.7636
C -1.357879 2.961226 4.754383 -0.1 0.1 0.1 -0.3797
C 0.017998 2.873290 4.626790 0.1 0.1 0.1 -0.7207
C 0.576635 1.931468 3.781417 0.0 0.0 0.0 -0.2277
H 1.652251 1.864346 3.688522 0.1 0.0 0.0 0.4083
H 0.656907 3.539314 5.189330 0.0 0.0 0.0 0.3727
H -1.794831 3.695976 5.415182 0.0 0.0 0.0 0.3762
H -3.243997 2.164428 4.132280 -0.1 0.0 0.0 0.3915
H -2.238142 0.486297 2.625746 0.0 -0.1 -0.1 0.4867
H -0.332609 -0.736653 1.925146 0.1 0.0 0.1 0.4789
H 1.278848 -0.358723 2.566448 0.0 0.0 0.0 0.5917
```
Positions in Å, forces in eV/Å.

Computed, not measured: C21H31NO4 in the gas phase, with wB97M-V/def2-TZVPD.

Output
HOMO-LUMO gap = 9.0 eV
Total charge = 0
SMILES = Cc1cc(C)c(OCC(=O)OCC(=O)NC2CCCCCCC2)c(C)c1
LUMO = 0.62 eV
Multiplicity = 1

XYZ file:
```
57
Properties=species:S:1:pos:R:3:forces:R:3:mulliken_charge:R:1
C 4.241568 -3.607794 2.411659 0.0 -0.1 0.0 -1.5817
C 2.942520 -3.710905 1.669232 0.0 0.1 0.0 0.7189
C 2.920774 -3.741369 0.283707 -0.1 0.0 0.1 -0.8052
C 1.734828 -3.852023 -0.428513 -0.3 -0.1 0.0 0.9714
C 0.536474 -3.920813 0.281237 0.5 -0.2 0.3 0.7052
C 0.533750 -3.914456 1.678978 -0.2 -0.1 -0.3 0.9967
C 1.739035 -3.810194 2.352968 0.0 0.0 -0.2 -1.0152
H 1.738750 -3.800693 3.434276 0.0 0.0 0.1 0.3548
C -0.766614 -4.019633 2.416157 0.0 0.0 -0.1 -1.5248
H -0.607048 -3.985092 3.490941 0.0 0.0 0.1 0.4156
H -1.264442 -4.953374 2.159894 -0.1 0.0 0.0 0.3049
H -1.436598 -3.208689 2.131070 -0.1 0.0 0.1 0.2603
O -0.689651 -4.057924 -0.358709 0.3 -0.1 0.2 -0.5782
C -1.197709 -2.919762 -1.024507 -0.1 0.3 -0.2 -0.5913
C -1.210093 -1.669466 -0.153895 -0.4 -0.2 0.0 0.6052
O -2.195365 -1.111721 0.250465 0.0 0.0 0.0 -0.6233
O 0.037573 -1.281470 0.126417 0.3 0.1 0.0 0.0639
C 0.158644 -0.061402 0.828531 -0.2 0.1 -0.1 -1.1062
H 1.204689 0.009031 1.132068 -0.1 0.0 0.0 0.4755
H -0.498589 -0.060953 1.705346 0.1 0.0 -0.1 0.3802
C -0.215351 1.100129 -0.111282 0.2 -0.3 0.5 0.6048
O -0.386797 0.930632 -1.295816 0.0 -0.1 -0.4 -0.6927
N -0.313868 2.285838 0.513716 0.0 0.2 0.1 -0.1868
H -0.155527 2.344252 1.507346 0.0 -0.1 0.0 0.3492
C -0.654399 3.518200 -0.184186 0.1 0.0 0.1 0.3427
C 0.571985 4.439538 -0.147183 -0.2 0.2 -0.1 -0.9955
H 1.347971 3.999348 -0.777123 0.1 -0.1 0.0 0.3314
H 0.949950 4.450921 0.880756 0.0 -0.1 0.0 0.3823
C 0.340160 5.888142 -0.569483 0.1 -0.2 -0.2 -0.6584
H -0.401438 6.346726 0.083666 0.0 0.1 0.1 0.2744
C -0.059357 6.105192 -2.027404 -0.1 0.0 0.1 -0.8412
C -1.425782 5.561365 -2.460255 0.0 0.2 0.0 -0.6123
C -2.569888 5.808444 -1.468236 -0.1 -0.2 -0.2 -0.7296
C -2.950399 4.596728 -0.613688 0.1 0.3 0.2 -0.8213
H -3.870561 4.844894 -0.077590 0.0 -0.1 0.0 0.3831
H -3.177403 3.757858 -1.275312 -0.1 -0.1 0.0 0.3848
C -1.925947 4.130037 0.422837 -0.1 -0.1 -0.2 -0.8910
H -2.412078 3.356416 1.022998 0.0 0.1 0.0 0.3801
H -1.670750 4.948943 1.097142 0.0 0.1 0.1 0.3586
H -2.332510 6.657962 -0.826211 -0.1 0.1 0.0 0.3928
H -3.463837 6.083302 -2.033189 0.0 0.1 0.0 0.3250
H -1.357316 4.495667 -2.673151 0.0 -0.1 -0.1 0.3989
H -1.670232 6.047950 -3.407761 0.0 -0.1 0.0 0.4033
H -0.053577 7.185165 -2.200059 0.0 0.0 -0.1 0.3484
H 0.705192 5.669814 -2.674761 0.1 0.1 -0.1 0.3259
H 1.278489 6.425517 -0.405155 -0.1 0.0 0.1 0.3917
H -0.854313 3.196921 -1.207665 0.0 0.1 0.1 0.3216
H -0.619436 -2.682825 -1.927263 -0.1 -0.1 0.1 0.1990
H -2.224351 -3.173452 -1.297107 0.2 0.2 0.0 0.4063
C 1.759087 -3.898913 -1.926615 -0.1 0.0 0.0 -1.9528
H 0.944241 -4.514318 -2.302094 0.0 0.0 -0.1 0.3608
H 1.658877 -2.893913 -2.339174 0.0 0.0 -0.1 0.2884
H 2.702590 -4.312282 -2.276391 0.0 0.0 0.0 0.5145
H 3.852148 -3.681025 -0.262149 0.1 0.0 -0.1 0.4151
H 4.092199 -3.176282 3.398692 0.1 0.0 0.1 0.3793
H 4.954704 -2.997053 1.862409 0.1 0.0 0.0 0.3826
H 4.677261 -4.599230 2.539359 0.1 0.0 0.1 0.3098
```
Positions in Å, forces in eV/Å.

Computed, not measured: a molecular structure, C21H31O3Zr, with wB97M-V/def2-TZVPD.

Output
HOMO-LUMO gap = 7.5 eV
Total charge = +1
LUMO = -2.83 eV
Multiplicity = 1

XYZ file:
```
56
Properties=species:S:1:pos:R:3:forces:R:3:mulliken_charge:R:1
O 0.816092 3.203063 -0.861796 1.1 1.1 -0.1 -0.2195
C 2.231001 3.631982 -0.798018 0.5 -0.7 0.0 -0.5687
C 1.951412 5.100870 -0.981486 -0.3 -0.9 0.2 -0.7956
H 2.854495 3.239098 -1.611462 -0.2 -0.4 0.3 0.3038
H 2.635717 3.379896 0.187545 0.1 -0.1 -0.2 0.2664
C 0.484755 4.623508 -0.942806 -0.2 1.7 -0.3 1.4386
H 2.250945 5.453458 -1.969440 0.0 0.3 0.4 0.3345
H 2.320425 5.692248 -0.148919 -0.2 0.4 -0.2 0.3182
C -0.167532 4.988363 -2.257230 -0.4 0.0 0.0 -1.7075
H 0.399754 4.554748 -3.092585 -0.3 0.0 0.2 0.3678
H -0.126780 6.079491 -2.384486 -0.1 -0.2 0.1 0.4071
H -1.217163 4.676453 -2.267030 0.1 -0.1 -0.3 0.3844
C -0.267636 5.161129 0.258170 -0.2 0.0 -0.2 -1.7053
H 0.214161 4.888018 1.205761 -0.2 -0.1 -0.2 0.3554
H -1.314532 4.837255 0.224252 0.2 0.0 0.3 0.3957
H -0.250361 6.257283 0.188576 -0.1 -0.2 0.1 0.4018
Zr -0.932219 -2.038560 0.436053 2.4 -1.6 -0.4 -0.0236
C -1.620388 -3.206593 2.457516 0.8 0.1 0.3 -0.6300
C -0.278398 -3.607898 2.140260 -0.2 0.3 1.3 -0.5242
C 0.578176 -2.466648 2.291019 -0.7 0.5 1.0 -0.4783
H 0.070362 -4.636298 2.060964 -0.2 0.4 -0.2 0.7838
C -0.245395 -1.353422 2.668605 0.2 -1.2 0.9 -0.3816
C -1.608585 -1.796238 2.734681 0.5 -0.3 0.4 -0.6910
H -2.442709 -1.180596 3.083514 0.3 -0.4 -0.3 0.4721
H -2.461989 -3.892409 2.580681 0.3 0.4 -0.3 0.5397
H 1.669607 -2.496808 2.240067 -0.5 0.1 -0.2 0.5318
H 0.111211 -0.388643 3.028627 -0.3 -0.4 -0.4 0.7729
C -2.607450 -3.489014 -0.490711 -0.7 0.9 -0.5 -0.2920
C -3.283891 -2.380314 0.130995 -0.4 -0.1 -1.4 -0.6665
C -2.921202 -1.184985 -0.577584 -0.3 -0.8 -0.5 -0.4028
H -4.031952 -2.447929 0.922555 0.5 0.1 -0.2 0.5851
C -2.012838 -1.555633 -1.638195 -0.7 -0.6 0.1 -0.7870
C -1.818723 -2.970556 -1.573755 -1.0 0.2 -0.2 -0.4438
H -1.231224 -3.563629 -2.268720 -0.2 0.2 0.2 0.6540
H -2.755377 -4.547606 -0.276002 0.2 0.5 0.2 0.5584
H -3.357597 -0.195943 -0.434701 0.3 -0.3 0.1 0.5830
H -1.588595 -0.895466 -2.396111 -0.1 -0.2 0.4 0.5253
O 0.633045 -0.792823 -0.554331 -0.5 0.7 0.8 -0.6376
C -0.000635 0.409163 0.112405 1.2 -0.4 -0.4 0.0787
C 1.128084 0.951824 0.967234 0.2 -0.3 0.4 -0.7651
H -0.957357 0.159598 0.683808 0.8 0.0 -0.5 0.4324
H -0.225916 1.108653 -0.691331 -0.3 0.0 0.2 0.6201
C 2.313742 0.747761 0.019443 -0.3 0.8 -0.6 -0.4531
H 1.318602 0.370514 1.877931 -0.2 0.1 -0.4 0.3805
H 0.897958 1.972336 1.264731 0.3 0.1 -0.2 0.3095
C 2.128612 -0.645665 -0.524596 -0.6 -0.3 0.5 -0.7586
H 3.303095 0.962425 0.441614 -0.3 -0.2 -0.1 0.4365
H 2.125493 1.416170 -0.824095 0.4 -0.1 0.2 0.1180
H 2.514453 -1.426933 0.139771 -0.1 0.1 -0.4 0.2550
H 2.452538 -0.779183 -1.562588 0.0 -0.1 0.4 0.3281
C 0.110980 -5.359456 -0.527329 0.4 -0.7 0.2 -1.4856
C 0.571471 -3.960394 -0.318733 -0.8 2.8 -0.3 1.0503
O 1.647502 -3.485323 -0.624188 -0.5 -1.2 0.3 -0.6036
H -0.653154 -5.625961 0.211775 0.1 0.0 -0.3 0.3221
H 0.968489 -6.035582 -0.429746 -0.2 -0.1 -0.2 0.4067
H -0.322579 -5.458798 -1.530582 0.2 0.0 0.2 0.3030
```
Positions in Å, forces in eV/Å.